Record 1
Molecular formula: C4H8O2
Method: DFT, ωB97M-V/def2-TZVPD

Gap between HOMO and LUMO (spin up / spin down) ... 7.92 / 7.92 eV
E_LUMO (spin up / spin down) ... -0.116 / -0.116 eV
HOMO energy (spin up / spin down) ... -8.03 / -8.03 eV

Structure (XYZ):
```
14
Properties=species:S:1:pos:R:3:nbo_charge:R:1
O -1.643 1.865 -0.181 -0.648
O 0.531 0.329 -0.627 -0.549
C 0.265 -0.546 1.866 -0.405
C -0.619 -0.279 -0.183 -0.021
C -1.698 0.531 -0.039 0.170
C 1.522 -0.581 -1.058 -0.254
H 0.988 0.304 1.792 0.103
H 2.461 -0.028 -1.096 0.196
H -0.729 2.088 -0.423 0.496
H -0.527 -0.118 2.514 0.104
H 1.616 -1.416 -0.352 0.203
H -2.702 0.157 0.140 0.199
H -0.734 -1.351 -0.294 0.233
H 1.268 -0.954 -2.058 0.173
```

***

Record 2
Molecular formula: C6H10N2O
Method: DFT, ωB97M-V/def2-TZVPD

Gap between HOMO and LUMO ... 9.39 eV
E_LUMO ... 0.665 eV
SMILES string ... C[C@H]1[C@H]2NC[C@]21C(N)=O
HOMO energy ... -8.73 eV

Structure (XYZ):
```
19
Properties=species:S:1:pos:R:3:nbo_charge:R:1
O -1.564 -1.727 0.754 -0.648
N -2.026 0.290 1.157 -0.839
N 1.908 -0.768 -0.990 -0.628
C 0.456 1.149 -0.651 -0.221
C 1.339 -0.948 0.376 -0.200
C 1.550 2.047 -0.131 -0.620
C -1.296 -0.543 0.395 0.638
C 0.680 -0.107 -1.416 -0.023
C 0.079 -0.168 0.002 -0.176
H 2.028 -1.662 -1.454 0.368
H 1.246 2.519 0.814 0.211
H -2.224 1.195 0.749 0.395
H 1.106 -1.997 0.593 0.221
H -0.419 1.692 -1.019 0.213
H 1.959 -0.540 1.188 0.192
H -2.558 -0.574 1.754 0.457
H 0.201 -0.324 -2.372 0.214
H 1.761 2.844 -0.858 0.215
H 2.481 1.492 0.039 0.229
```

***

Record 3
Molecular formula: C21H48ClHoNO2P3
Method: DFT, ωB97M-V/def2-TZVPD

Gap between HOMO and LUMO (spin up / spin down) ... 3.80 / 3.78 eV
E_LUMO (spin up / spin down) ... -9.413 / -9.489 eV
HOMO energy (spin up / spin down) ... -13.21 / -13.27 eV
Multiplicity ... 5
Charge ... +2

Structure (XYZ):
```
77
Properties=species:S:1:pos:R:3:lowdin_spin:R:1
Ho -0.735 0.548 -1.511 4.045
Cl 0.438 2.516 -2.588 -0.011
P -4.916 1.404 -0.227 -0.002
P -0.049 -1.864 -2.977 -0.006
P 1.823 0.258 1.024 0.000
O -2.121 -1.499 -0.511 -0.007
O -2.302 1.300 -0.101 0.005
N 0.758 0.160 -0.132 -0.007
C 2.207 -2.488 0.559 0.001
C -3.062 -0.798 -1.028 0.005
C -0.352 -3.457 -2.118 -0.001
C 1.743 -2.007 -3.354 0.000
C -5.534 0.992 1.395 -0.001
C -0.828 -2.270 -4.583 -0.001
C 3.143 2.156 -0.597 0.000
C -3.327 0.541 -0.388 -0.020
C 1.844 0.595 3.837 0.000
C 0.411 -1.265 2.890 0.000
C -0.310 1.084 2.706 -0.001
C -4.451 3.135 -0.326 0.000
C 2.748 1.899 0.862 -0.003
C 2.998 -1.201 0.861 0.006
C 3.912 -0.950 -0.344 0.000
C -3.530 -0.890 -2.460 0.001
C 1.811 3.047 1.268 0.000
C 0.928 0.168 2.680 -0.002
C 4.034 1.961 1.699 -0.001
C 3.854 -1.423 2.114 0.001
C -6.160 1.028 -1.452 0.000
H -0.961 -1.349 -5.163 0.000
H 0.310 -3.570 -1.255 0.000
H -0.153 -1.604 2.012 0.000
H 1.462 -2.288 -0.219 0.000
H -0.189 -2.974 -5.128 0.000
H -3.290 -1.847 -2.957 0.000
H -5.793 -0.072 1.425 0.000
H 1.697 -2.908 1.433 0.000
H 1.197 -1.988 3.132 0.000
H -6.432 1.590 1.598 0.000
H 4.423 2.985 1.612 0.000
H 4.818 1.299 1.320 0.000
H 1.281 0.468 4.773 0.000
H -0.943 0.925 1.830 0.000
H -0.074 2.148 2.774 0.000
H -5.366 3.736 -0.442 0.000
H -3.802 3.316 -1.191 0.000
H -0.895 0.822 3.600 0.000
H -3.139 -0.076 -3.128 0.001
H -5.849 1.341 -2.459 0.000
H 0.899 3.020 0.660 0.000
H -3.916 3.459 0.575 0.000
H 2.315 4.006 1.068 0.000
H 4.481 -1.868 -0.545 0.000
H 3.867 1.450 -1.002 0.000
H 3.321 -0.730 -1.240 0.000
H 3.264 -1.761 2.972 0.000
H 1.905 -2.841 -4.054 0.000
H 3.598 3.155 -0.662 0.000
H 4.640 -0.147 -0.186 0.000
H -4.618 -0.720 -2.437 0.000
H -0.298 -1.260 3.732 0.000
H 2.080 -1.055 -3.797 0.000
H -7.066 1.581 -1.149 0.000
H -6.387 -0.047 -1.440 0.000
H -1.815 -2.712 -4.407 0.000
H 2.755 -0.005 3.919 0.000
H 2.908 -3.248 0.181 0.000
H -0.205 -4.294 -2.818 0.000
H -4.766 1.179 2.153 0.000
H 2.131 1.650 3.775 0.000
H -1.383 -3.425 -1.749 0.000
H 4.574 -2.221 1.873 0.000
H 4.425 -0.532 2.390 0.000
H 1.554 3.017 2.331 0.000
H 2.311 -2.175 -2.427 0.000
H 2.260 2.132 -1.245 0.000
H 3.886 1.757 2.763 0.000
```

***

Record 4
Molecular formula: C30H50BMgN6S2SbSi3
Method: DFT, ωB97M-V/def2-TZVPD

Gap between HOMO and LUMO ... 7.88 eV
E_LUMO ... 0.460 eV
HOMO energy ... -7.42 eV

Structure (XYZ):
```
94
Properties=species:S:1:pos:R:3:nbo_charge:R:1
Sb 1.282 1.131 -1.199 1.192
S -1.411 -1.844 3.185 -0.462
S -1.670 1.796 1.837 -0.480
Si -0.078 0.650 -4.059 1.765
Si 1.133 -2.030 -2.940 1.770
Si 2.320 2.167 1.683 1.710
Mg -0.248 -0.316 1.348 1.697
N -2.515 0.276 4.557 -0.502
N -4.118 0.633 2.516 -0.484
N -1.321 -0.820 -0.564 -0.618
N -4.022 1.537 0.539 -0.363
N 1.432 -1.645 1.473 -0.658
N -0.453 -0.146 5.097 -0.363
C -1.455 1.877 -3.721 -1.154
C 1.616 0.646 0.877 -1.521
C 1.875 -2.840 -1.437 -1.147
C 1.877 -2.850 1.833 0.063
C -3.568 -1.637 -0.880 -0.271
C -3.366 -1.648 -2.251 -0.155
C 1.434 1.633 -4.581 -1.148
C -0.573 -0.279 -5.625 -1.142
C 4.126 -2.154 1.558 -0.134
C -3.497 2.220 -0.628 -0.401
C 0.811 -0.848 5.231 -0.403
C -5.347 0.479 1.909 -0.048
C 1.311 3.698 1.292 -1.130
C -2.144 -1.252 -2.746 -0.228
C -0.058 -3.314 -3.628 -1.135
C 2.430 -1.822 -4.277 -1.140
C -0.852 0.945 5.851 -0.099
C 4.098 2.639 1.263 -1.131
C -2.523 -1.224 -0.090 0.021
C 3.671 -0.905 1.183 -0.327
C 3.219 -3.155 1.897 -0.298
C 3.294 0.651 -1.832 -1.047
C -3.306 1.288 1.669 0.285
C 2.289 -0.642 1.155 0.335
C -5.298 1.040 0.684 -0.096
C 2.269 1.866 3.536 -1.129
C 0.218 -0.421 -2.491 -1.349
C -1.110 -0.824 -1.898 0.238
C -1.480 -0.541 4.305 0.307
C -2.128 1.200 5.504 -0.026
B -3.961 0.139 4.019 0.193
H -0.817 -3.607 -2.898 0.237
H 2.588 2.749 4.099 0.235
H 2.918 1.031 3.821 0.227
H 2.707 -2.272 -1.011 0.235
H 1.115 -2.957 -0.661 0.243
H 0.526 -4.207 -3.874 0.240
H -1.962 -1.291 -3.808 0.216
H -4.294 -1.021 4.043 -0.036
H -0.569 -2.993 -4.539 0.230
H -1.605 2.508 -4.603 0.242
H 2.244 -3.837 -1.699 0.241
H -6.042 1.127 -0.089 0.224
H 1.115 -3.576 2.095 0.213
H -1.606 -0.633 -5.613 0.227
H 4.206 2.890 0.203 0.226
H 1.176 2.162 -5.503 0.243
H 1.540 -0.170 5.667 0.215
H 3.963 1.290 -1.256 0.228
H -0.189 1.438 6.541 0.227
H 1.752 4.567 1.792 0.234
H -2.798 1.971 5.840 0.233
H 0.279 3.595 1.633 0.254
H 2.882 -2.804 -4.454 0.244
H 1.728 2.381 -3.842 0.245
H 2.297 1.000 -4.795 0.239
H -6.156 -0.024 2.412 0.234
H -1.210 2.527 -2.877 0.249
H -4.229 2.146 -1.430 0.207
H 5.190 -2.358 1.583 0.217
H -4.149 -1.974 -2.925 0.219
H 3.434 0.864 -2.888 0.222
H 0.698 -1.724 5.869 0.211
H 1.153 -1.172 4.252 0.232
H 4.823 1.858 1.506 0.223
H 1.242 1.628 3.830 0.233
H -4.666 0.848 4.705 -0.053
H 3.230 -1.132 -4.016 0.242
H 3.547 -4.138 2.205 0.224
H -2.641 -1.234 0.990 0.238
H 3.541 -0.390 -1.626 0.215
H -0.485 0.428 -6.455 0.244
H -3.297 3.268 -0.407 0.222
H 4.364 -0.123 0.909 0.226
H 1.287 3.909 0.221 0.238
H -4.502 -1.939 -0.429 0.234
H 4.371 3.528 1.840 0.238
H -2.563 1.757 -0.938 0.228
H -2.401 1.372 -3.507 0.235
H 1.986 -1.493 -5.220 0.233
H 0.077 -1.127 -5.848 0.236
```

***

no.,total energy (eV),maximum force (Eh/bohr)
1,-8366.9653,0.010
2,-11408.7254,0.107
3,-94315.0209,0.092
4,-98832.2930,0.014